The following is a quantum chemistry calculation of a 2-piece molecular cluster, C6H13O2S overall, from OMol25.

Each line ends with the Mulliken charge.
Atoms and positions in Å:
C1 -1.12502 0.23498 1.40738  0.237
C2 -1.74116 -0.50990 2.58382  -1.410
C3 -2.22393 0.81634 0.43673  0.587
O1 -3.25140 0.17091 0.12415  -0.764
O2 -1.88784 1.74334 -0.29748  -0.715
H1 -0.47781 0.98474 1.73666  0.254
H2 -0.45849 -0.45089 0.88462  -0.264
H3 -2.18875 -1.41241 2.29388  0.335
H4 -2.48286 0.11255 3.26978  0.258
H5 -0.95535 -0.87909 3.30247  0.379
C4 1.00838 -0.90140 -1.07403  0.017
C5 1.37726 -2.35190 -1.73058  -1.310
C6 2.15790 1.53897 -0.34204  -0.797
S1 2.46038 -0.18608 -0.54089  -0.164
H6 0.79241 -0.33801 -2.02086  0.254
H7 0.22087 -1.13079 -0.38274  0.217
H8 1.12302 -2.35609 -2.75132  0.333
H9 0.76471 -3.01022 -1.20576  0.366
H10 2.20947 1.86856 0.68012  0.262
H11 2.89931 2.16160 -0.85014  0.349
H12 1.19850 1.86589 -0.72867  0.248
H13 2.38226 -2.71517 -1.87483  0.329

Computed properties:
- Max |F|: 4.6 eV/A
- E_LUMO: 3.05 eV
- HOMO level: -0.1294 Eh
- Total charge: -1
- E_tot: -785.06783 Ha

=====

The following is a quantum chemistry calculation of a 2-piece molecular cluster, C6H13O2S overall, from OMol25.

Each line ends with the Mulliken charge.
Atoms and positions in Å:
C1 -0.03676 -1.05000 2.48313  -0.086
C2 0.63829 -2.22183 3.08966  -1.108
C3 -0.00383 -1.36760 0.83804  0.574
O1 0.91913 -1.05444 0.07240  -0.516
O2 -1.04562 -1.95717 0.43519  -0.295
H1 -1.18639 -0.88020 2.74439  0.396
H2 0.56259 -0.08702 2.59712  0.184
H3 1.11122 -2.80347 2.29022  0.326
H4 -0.02804 -2.78143 3.68804  0.312
H5 1.41721 -1.98070 3.83779  0.308
C4 0.21744 0.66829 -1.97159  0.427
C5 -1.06174 0.24856 -2.82568  -1.202
C6 0.15371 1.84536 0.49778  -0.993
S1 0.13159 2.37630 -1.37080  -0.171
H6 0.05040 0.01180 -1.06359  -0.585
H7 0.99969 0.36389 -2.55787  0.418
H8 -2.02285 0.67844 -2.41785  0.292
H9 -1.10889 -0.85103 -2.92022  0.321
H10 0.06994 2.58053 1.31012  0.407
H11 -0.50098 1.05570 0.87840  0.255
H12 1.13482 1.40199 0.68102  0.382
H13 -1.03492 0.62699 -3.86354  0.354

Computed properties:
- Max |F|: 5.4 eV/A
- E_LUMO (alpha / beta): 0.66 / -3.53 eV
- HOMO level (alpha / beta): -0.3070 / -0.3070 Eh
- Multiplicity: 2
- Total charge: 0
- E_tot: -784.92970 Ha

=====

The following is a quantum chemistry calculation of one molecule with the formula C6H13O4P, from OMol25.

Each line ends with the Mulliken charge.
Atoms and positions in Å:
C1 -3.10221 1.13924 0.78140  -0.874
O1 -2.10782 1.01901 -0.17011  -0.224
P1 -1.45793 -0.44940 -0.20771  0.918
O2 -2.33351 -1.56752 -0.02786  -0.782
O3 -0.73731 -0.40145 -1.70864  -0.386
C2 0.69293 -0.59893 -1.51901  -0.874
C3 1.16668 0.00272 -0.19146  1.637
C4 2.53867 -0.53439 0.12465  -1.921
C5 1.20656 1.51982 -0.30009  -1.782
C6 0.16621 -0.56771 0.79182  -0.629
O4 0.31477 -1.90747 0.98760  -0.604
H1 -3.73480 1.98822 0.58127  0.316
H2 -2.81586 1.06490 1.77621  0.369
H3 -3.99404 0.40871 0.75850  0.300
H4 1.15726 -0.05227 -2.34410  0.394
H5 0.99157 -1.64160 -1.62522  0.346
H6 2.81886 -0.28017 1.17443  0.374
H7 3.16523 -0.25705 -0.70950  0.534
H8 2.52710 -1.68796 0.25304  0.328
H9 2.21688 1.66172 -0.79950  0.368
H10 1.17119 1.90876 0.67694  0.384
H11 0.41080 1.82177 -0.82878  0.589
H12 0.25402 -0.14413 1.71288  0.865
H13 -0.51525 -2.44483 0.81324  0.354

Computed properties:
- Max |F|: 4.7 eV/A
- E_LUMO: 0.74 eV
- SMILES: CO[P@@]1(=O)OCC(C)(C)[C@@H]1O
- HOMO level: -0.3819 Eh
- Total charge: 0
- E_tot: -878.75536 Ha

=====

The following is a quantum chemistry calculation of C6H13P as an isolated structure, from OMol25.

Each line ends with the Mulliken charge.
Atoms and positions in Å:
C1 1.91844 -0.64039 1.03263  -0.940
C2 -2.25746 0.90289 1.79428  -0.681
C3 1.20822 0.00681 0.10523  0.693
C4 1.82800 0.89796 -0.94796  -1.339
C5 -1.16248 0.63117 -1.43116  -1.250
C6 -0.81931 -1.84988 0.23255  -1.149
P1 -0.63397 -0.01160 0.21302  0.594
H1 1.53583 -1.33841 1.87064  0.259
H2 3.03740 -0.67614 0.91392  0.223
H3 -2.47638 1.95144 1.40989  0.164
H4 -1.68851 0.88685 2.69763  0.228
H5 1.37678 0.89547 -1.96067  0.268
H6 1.56851 1.91772 -0.53634  0.311
H7 2.83329 0.67343 -0.83491  0.417
H8 -2.30477 0.66077 -1.55520  0.306
H9 -0.78696 1.68422 -1.43215  0.338
H10 -0.74714 0.19004 -2.24900  0.487
H11 0.20526 -2.28721 0.00826  0.374
H12 -1.08439 -2.20151 1.15420  0.362
H13 -1.55035 -2.29363 -0.48487  0.334

Computed properties:
- Max |F|: 3.8 eV/A
- E_LUMO: 0.65 eV
- HOMO level: -0.2653 Eh
- Total charge: 0
- E_tot: -577.56597 Ha

=====

The following is a quantum chemistry calculation of C6H13PS as an isolated structure, from OMol25.

Each line ends with the Mulliken charge.
Atoms and positions in Å:
C1 1.47473 1.37430 0.23976  -0.778
C2 0.78205 0.12908 0.61488  -0.778
C3 1.85973 0.04530 -0.36874  0.226
C4 -1.42022 0.23314 -1.17418  -1.312
C5 -1.82134 0.34564 1.28119  -1.575
C6 -1.04957 -0.30355 0.21103  0.765
P1 -0.81682 -2.16019 0.29586  -0.042
S1 3.43643 -0.61457 0.30521  -0.272
H1 1.02234 2.13348 -0.45841  0.148
H2 2.23790 2.02249 0.68702  0.263
H3 0.94413 -0.17339 1.60224  0.510
H4 1.78464 -0.25418 -1.40550  0.410
H5 -1.19388 1.32951 -1.21682  0.317
H6 -2.48837 0.10833 -1.14574  0.441
H7 -0.97444 -0.49464 -1.94597  0.348
H8 -1.90995 1.41305 1.31069  0.379
H9 -2.90063 0.14194 1.28492  0.412
H10 -1.40132 0.19495 2.30322  0.371
H11 0.21951 -2.20398 -0.76160  0.022
H12 -1.68287 -2.30824 -0.76425  0.034
H13 3.89794 -0.95848 -0.89480  0.111

Computed properties:
- Max |F|: 5.0 eV/A
- E_LUMO: 0.80 eV
- HOMO level: -0.3139 Eh
- Total charge: 0
- E_tot: -975.81473 Ha